C90H75N15O30 | ωB97M-V/def2-TZVPD

Geometry as XYZ:
```
210
C90H75N15O30, DFT ωB97M-V/def2-TZVPD
C 6.2296 2.9168 2.4935
C 5.6127 3.8108 3.4531
C 5.4527 3.4061 4.7453
C 5.8509 2.1129 5.0811
C 6.4685 1.2645 4.2326
C 6.6488 1.6443 2.8785
N 5.4431 1.6298 6.4673
O 4.6601 2.3676 7.0965
O 5.8655 0.5842 6.8895
H 6.3353 3.1690 1.4248
H 5.1460 4.7420 3.0810
H 5.0858 4.1336 5.4374
H 6.6966 0.2410 4.5711
H 7.0481 0.8424 2.2298
C -5.4272 5.7919 -1.3565
C -5.9961 5.4817 -0.0919
C -5.4619 4.3996 0.6336
C -4.4259 3.6019 0.0889
C -3.8487 3.9482 -1.1231
C -4.3392 5.0652 -1.8258
N -3.7392 2.6761 1.0204
O -2.7396 2.1482 0.5457
O -4.1543 2.4910 2.1225
H -5.7884 6.6523 -1.9375
H -6.8790 6.0033 0.2236
H -5.8390 4.1422 1.6032
H -3.0672 3.3087 -1.6193
H -3.8931 5.2867 -2.8434
C 0.6167 -0.2751 1.4316
C 0.0296 0.2678 0.3134
C -0.4596 -0.5632 -0.7000
C -0.3789 -1.9493 -0.5113
C 0.2048 -2.4795 0.5934
C 0.6329 -1.6293 1.6258
N -0.6769 -2.8168 -1.6577
O -0.0519 -3.8491 -1.7041
O -1.5827 -2.4763 -2.4124
H 0.9826 0.3586 2.2361
H -0.0169 1.3347 0.1604
H -0.8806 -0.1772 -1.6041
H 0.2897 -3.5593 0.7015
H 0.9866 -1.9578 2.5793
C -2.0302 -1.6891 3.4467
C -1.6038 -2.6183 4.3665
C -1.2412 -2.1864 5.6517
C -1.2213 -0.8205 5.8887
C -1.5524 0.1217 4.9321
C -2.0021 -0.2947 3.7190
N -0.6544 -0.4124 7.1886
O -0.2415 0.7556 7.2640
O -0.5986 -1.2274 8.0373
H -2.4628 -2.0269 2.4994
H -1.6104 -3.6973 4.2199
H -0.9363 -2.8918 6.4155
H -1.5703 1.1651 5.1206
H -2.5150 0.3439 2.9501
C -2.9693 7.7634 -0.2110
C -2.6635 6.6010 0.4199
C -1.6436 5.7821 -0.1125
C -1.0449 6.1900 -1.3177
C -1.4476 7.3555 -1.9847
C -2.3722 8.1639 -1.3964
N 0.0263 5.4060 -1.8607
O 0.8847 6.0540 -2.4118
O 0.0495 4.1923 -1.6425
H -3.6580 8.4420 0.2232
H -3.1353 6.2188 1.3017
H -1.4052 4.8018 0.2423
H -0.8814 7.7524 -2.8052
H -2.6174 9.0476 -1.8921
C -5.3781 -4.8908 -3.9249
C -3.9922 -4.9341 -4.0093
C -3.3240 -3.8899 -4.6026
C -4.0276 -2.8152 -5.0309
C -5.4324 -2.7104 -4.9644
C -6.0919 -3.8076 -4.3908
N -3.2347 -1.7691 -5.6594
O -3.6951 -0.6099 -5.7072
O -2.2182 -2.1148 -6.2326
H -5.9046 -5.6766 -3.4452
H -3.4581 -5.8536 -3.7810
H -2.2652 -3.7494 -4.6578
H -5.9225 -1.8067 -5.3388
H -7.1778 -3.6864 -4.3272
C 0.3161 1.3596 -4.1105
C 0.0719 0.3017 -4.9906
C 1.1084 -0.2124 -5.7197
C 2.3596 0.3447 -5.6527
C 2.6125 1.4240 -4.8073
C 1.5953 1.9055 -3.9810
N 3.4213 -0.2107 -6.4104
O 4.4435 0.4302 -6.5558
O 3.2504 -1.3355 -6.8911
H -0.4744 1.8463 -3.6253
H -0.9532 -0.0262 -5.1894
H 0.7123 -0.9806 -6.3542
H 3.6098 1.8397 -4.8999
H 1.7021 2.6699 -3.2406
C 3.3213 -2.5706 8.1334
C 3.8880 -3.3347 7.1268
C 3.9105 -2.9471 5.8258
C 3.5771 -1.5984 5.5696
C 2.9281 -0.8113 6.5531
C 2.8000 -1.3151 7.8614
N 3.8544 -0.9549 4.3039
O 3.5388 0.2028 4.2236
O 4.2855 -1.6519 3.3868
H 3.2730 -2.9377 9.1526
H 4.1465 -4.3639 7.4229
H 4.2210 -3.5461 4.9814
H 2.6489 0.2304 6.2961
H 2.3278 -0.7045 8.6240
C 4.7403 -5.3517 -3.9197
C 3.3971 -5.7877 -3.8741
C 2.7032 -5.6995 -2.6648
C 3.4211 -5.1232 -1.6251
C 4.7021 -4.6630 -1.6891
C 5.3826 -4.8144 -2.8344
N 2.7934 -4.9190 -0.2545
O 3.3793 -4.2712 0.6165
O 1.7256 -5.4726 -0.0497
H 5.2528 -5.3999 -4.8760
H 2.8366 -6.1412 -4.7405
H 1.6294 -5.8885 -2.5411
H 5.1589 -4.0970 -0.8898
H 6.3943 -4.3834 -2.8229
C -0.8000 8.8701 4.0353
C 0.0261 8.2297 4.9399
C 0.9782 7.3015 4.4651
C 0.9609 7.0504 3.1300
C 0.0072 7.4929 2.2729
C -0.8589 8.4850 2.7185
N 2.0321 6.1821 2.6130
O 3.0168 6.0320 3.3196
O 1.9372 5.8881 1.4450
H -1.3748 9.6879 4.3773
H 0.0969 8.5609 5.9374
H 1.6764 6.8631 5.1464
H 0.2133 7.3937 1.2158
H -1.5877 8.9525 2.0114
C -5.2435 -1.1415 -0.4962
C -6.2629 -1.0087 -1.4522
C -6.0055 -0.2198 -2.5408
C -4.7493 0.4045 -2.6837
C -3.7641 0.2579 -1.7266
C -4.0223 -0.4833 -0.5501
N -4.5249 1.2124 -3.8334
O -3.4232 1.6955 -4.0294
O -5.4623 1.3835 -4.5854
H -5.4607 -1.6450 0.3992
H -7.1923 -1.5090 -1.4976
H -6.7975 0.0236 -3.2426
H -2.7750 0.5667 -2.0481
H -3.2201 -0.6620 0.1868
C 0.3299 -3.6463 -7.0790
C -0.5609 -4.5610 -7.6381
C -0.9316 -5.6829 -7.0083
C -0.4934 -5.8495 -5.7070
C 0.3515 -4.9410 -5.0813
C 0.8159 -3.8377 -5.8029
N -1.0224 -6.9874 -4.9409
O -1.9932 -7.6397 -5.3163
O -0.5056 -7.0710 -3.8294
H 0.6246 -2.8034 -7.7071
H -0.8565 -4.3087 -8.6476
H -1.4834 -6.5053 -7.4066
H 0.5380 -5.0984 -4.0596
H 1.3869 -3.1200 -5.2058
C 2.0004 3.4066 6.0024
C 0.8356 4.0327 6.4283
C -0.2133 4.2422 5.5274
C -0.0434 3.8395 4.2041
C 1.1763 3.3081 3.7869
C 2.2040 3.0954 4.6555
N -1.2287 3.8529 3.2238
O -2.3274 4.2040 3.6548
O -0.9736 3.3799 2.1204
H 2.7922 3.2082 6.6910
H 0.8100 4.3963 7.4674
H -1.0657 4.7925 5.8921
H 1.3686 3.1808 2.7282
H 3.1368 2.6121 4.3895
C -1.6202 -7.9047 -0.3373
C -1.0240 -6.9016 0.4428
C -1.6820 -5.7173 0.7001
C -2.9038 -5.4857 0.0338
C -3.5040 -6.4617 -0.7275
C -2.8745 -7.6617 -0.8880
N -3.7466 -4.3801 0.4608
O -4.9368 -4.6188 0.5022
O -3.1906 -3.3567 0.8070
H -1.2277 -8.8745 -0.5941
H -0.0896 -7.0508 0.9428
H -1.2900 -4.9832 1.3511
H -4.5471 -6.3169 -1.0584
H -3.2565 -8.4786 -1.4706
C 3.7328 -2.0543 -3.9402
C 4.9364 -1.3555 -3.8051
C 5.1874 -0.5446 -2.7174
C 4.1604 -0.3602 -1.7740
C 2.9402 -1.0453 -1.9311
C 2.6629 -1.8654 -3.0213
N 4.3815 0.5760 -0.6604
O 3.4889 0.8523 0.0994
O 5.5249 1.0012 -0.5317
H 3.6574 -2.6852 -4.8500
H 5.6457 -1.4823 -4.6266
H 6.1342 -0.0308 -2.5941
H 2.2273 -0.8943 -1.0984
H 1.7086 -2.3919 -3.2052
```

Calculated values
ΔE to the lowest compared entry with this formula, charge and spin: 151.86 kJ/mol
total charge: 0
molecular weight: 1846.7 g/mol